{
  "formula": "C11H23BClIO19PS4",
  "method": "the ωB97M-V functional and the def2-TZVPD basis",
  "total_charge": 1,
  "e_tot_ha": -4579.114083,
  "orbital_gap_ev": 8.97,
  "lumo_energy_ev": -3.573,
  "elements": ["O", "C", "I", "C", "P", "Cl", "C", "B", "O", "O", "H", "H", "H", "H", "H", "H", "H", "C", "C", "O", "S", "O", "O", "O", "H", "H", "H", "H", "C", "C", "O", "S", "O", "O", "O", "H", "H", "H", "H", "C", "C", "O", "S", "O", "O", "O", "H", "H", "H", "H", "C", "C", "O", "S", "O", "O", "O", "H", "H", "H", "H"],
  "coordinates": [[-1.88, -0.58, 5.71], [-2.14, -1.56, 5.09], [-0.97, -3.34, 5.30], [-3.27, -1.66, 4.09], [-4.76, -0.79, 4.57], [-4.60, 1.06, 3.84], [-6.17, -1.53, 3.77], [-7.36, -1.97, 4.76], [-7.18, -2.06, 6.11], [-8.56, -2.32, 4.19], [-2.96, -1.32, 3.09], [-3.54, -2.71, 3.96], [-4.90, -0.66, 5.96], [-6.52, -0.85, 2.98], [-5.83, -2.43, 3.25], [-7.57, -1.33, 6.62], [-8.95, -1.61, 3.67], [0.46, -2.88, 0.87], [0.09, -3.01, -0.58], [-1.36, -3.05, -0.59], [-1.90, -2.16, 0.59], [-2.25, -0.88, 0.07], [-2.83, -2.92, 1.36], [-0.55, -2.00, 1.41], [0.40, -3.84, 1.40], [1.45, -2.46, 1.01], [0.49, -3.91, -1.04], [0.40, -2.14, -1.15], [2.34, -0.85, -4.09], [3.66, -0.12, -3.89], [3.85, -0.12, -2.47], [3.25, -1.44, -1.85], [4.28, -2.40, -1.66], [2.36, -1.08, -0.79], [2.37, -1.90, -3.11], [1.49, -0.20, -3.88], [2.24, -1.27, -5.09], [3.63, 0.90, -4.27], [4.49, -0.66, -4.35], [7.21, 4.41, -1.62], [7.48, 3.54, -2.83], [7.35, 2.20, -2.34], [6.25, 2.15, -1.18], [5.02, 1.71, -1.72], [6.82, 1.52, -0.04], [6.16, 3.73, -0.92], [8.08, 4.47, -0.97], [6.89, 5.41, -1.89], [8.46, 3.69, -3.25], [6.72, 3.69, -3.61], [-2.39, 2.85, -1.47], [-1.63, 1.55, -1.61], [-1.18, 1.55, -2.98], [-0.89, 3.05, -3.45], [0.50, 3.31, -3.33], [-1.58, 3.28, -4.66], [-1.64, 3.79, -2.25], [-3.40, 2.77, -1.90], [-2.47, 3.18, -0.44], [-2.24, 0.68, -1.42], [-0.75, 1.53, -0.96]]
}

***

{
  "formula": "C11H23BrNO2P2Tb",
  "method": "the ωB97M-V functional and the def2-TZVPD basis",
  "multiplicity": 7,
  "total_charge": 2,
  "s2": 12.727,
  "e_tot_ha": -4718.752910,
  "orbital_gap_ev": [4.50, 5.04],
  "relative_energy_kj_mol": 475.33,
  "lumo_energy_ev": [-8.712, -8.361],
  "elements": ["Tb", "P", "C", "C", "N", "C", "C", "C", "C", "C", "P", "H", "H", "H", "H", "H", "H", "H", "H", "O", "H", "H", "O", "H", "C", "H", "H", "H", "C", "H", "H", "H", "C", "H", "H", "H", "C", "H", "H", "H", "Br"],
  "coordinates": [[0.31, 1.07, -0.29], [2.30, -0.83, 0.39], [2.32, -1.03, -1.42], [1.08, -1.39, -2.11], [-0.11, -0.82, -1.69], [-1.28, -1.22, -2.24], [-1.25, -2.20, -3.23], [-0.05, -2.75, -3.70], [1.12, -2.30, -3.17], [-2.59, -0.58, -1.79], [-2.39, 1.03, -0.93], [2.09, -2.61, -3.49], [-2.20, -2.52, -3.65], [-0.03, -3.50, -4.48], [-3.24, -0.46, -2.68], [-3.11, -1.30, -1.12], [2.37, 0.63, -1.85], [3.28, -1.25, -1.95], [0.08, 4.25, -2.25], [2.08, 1.53, -1.69], [2.04, 1.90, -2.58], [-0.04, 2.69, 0.85], [-0.47, 4.98, -1.83], [-0.14, 4.98, -0.89], [-2.85, 2.14, -2.31], [-3.90, 1.98, -2.54], [-2.69, 3.18, -1.99], [-2.23, 1.93, -3.19], [-3.89, 1.05, 0.10], [-3.74, 1.79, 0.90], [-4.75, 1.34, -0.51], [-4.06, 0.06, 0.56], [2.25, -2.64, 0.66], [3.20, -3.11, 0.37], [2.07, -2.81, 1.72], [1.44, -3.08, 0.08], [4.08, -0.42, 0.69], [4.18, -0.18, 1.76], [4.74, -1.27, 0.47], [4.40, 0.46, 0.11], [-0.31, 2.86, 2.35]]
}

***

{
  "formula": "C11H23F3O4Si",
  "method": "the ωB97M-V functional and the def2-TZVPD basis",
  "total_charge": 0,
  "e_tot_ha": -1322.765618,
  "orbital_gap_ev": 10.50,
  "relative_energy_kj_mol": 641.51,
  "smiles": "CCOCCO[Si@H](CCCOC)C[C@@H](O)C(F)(F)F",
  "lumo_energy_ev": 0.611,
  "elements": ["C", "C", "O", "C", "C", "O", "Si", "C", "C", "C", "O", "C", "C", "C", "O", "C", "F", "F", "F", "H", "H", "H", "H", "H", "H", "H", "H", "H", "H", "H", "H", "H", "H", "H", "H", "H", "H", "H", "H", "H", "H", "H"],
  "coordinates": [[4.17, 4.00, -0.30], [2.96, 2.86, -0.44], [2.42, 2.45, 0.90], [1.63, 1.20, 0.67], [0.23, 1.19, 1.53], [-0.29, -0.15, 1.85], [-0.52, -1.15, 0.42], [-2.29, -1.87, 0.21], [-3.50, -0.98, 0.87], [-3.64, 0.54, 0.28], [-4.12, 0.64, -1.10], [-5.49, 1.19, -1.18], [0.73, -2.62, 0.50], [1.70, -2.64, -0.82], [2.04, -1.31, -1.36], [3.12, -3.47, -0.53], [3.69, -3.13, 0.79], [2.89, -4.92, -0.71], [4.13, -3.04, -1.56], [4.64, 4.11, -1.38], [5.03, 3.57, 0.39], [3.78, 5.05, 0.04], [3.45, 1.96, -1.02], [2.04, 3.33, -1.03], [1.47, 1.17, -0.51], [2.31, 0.31, 1.05], [0.48, 1.70, 2.57], [-0.57, 1.91, 1.02], [-0.28, -0.29, -0.76], [-2.29, -2.93, 0.76], [-2.46, -2.13, -0.94], [-3.46, -0.97, 2.06], [-4.51, -1.54, 0.60], [-4.46, 1.08, 0.95], [-2.67, 1.20, 0.37], [-5.66, 2.16, -0.52], [-5.79, 1.50, -2.29], [-6.25, 0.33, -0.89], [1.31, -2.55, 1.53], [0.07, -3.61, 0.45], [1.13, -3.26, -1.65], [2.79, -0.89, -0.82]]
}

***

{
  "formula": "C11H23FeN5OS3Sb",
  "method": "the ωB97M-V functional and the def2-TZVPD basis",
  "multiplicity": 6,
  "total_charge": 0,
  "s2": 8.772,
  "e_tot_ha": -3480.589097,
  "orbital_gap_ev": [6.66, 6.29],
  "lumo_energy_ev": [0.018, -0.397],
  "elements": ["Fe", "S", "Sb", "S", "S", "C", "N", "C", "C", "C", "N", "C", "C", "H", "H", "H", "H", "H", "H", "H", "H", "H", "H", "H", "H", "H", "H", "H", "H", "C", "N", "C", "C", "C", "N", "C", "O", "N", "H", "H", "H", "H", "H", "H", "H"],
  "coordinates": [[0.76, 0.70, -0.38], [2.06, 4.24, -0.03], [3.12, 2.50, -1.04], [2.80, 0.55, 0.51], [1.31, 1.59, -2.45], [-1.31, 2.94, -1.00], [-1.32, 1.52, -0.60], [-2.01, 0.76, -1.65], [-2.06, 1.36, 0.66], [-1.29, 1.96, 1.81], [0.01, 1.29, 1.93], [0.96, 2.17, 2.63], [-0.13, 0.08, 2.76], [-2.35, 3.30, -1.07], [-0.81, 3.04, -1.96], [-0.74, 3.54, -0.29], [-3.05, 1.10, -1.74], [-2.02, -0.30, -1.40], [-1.50, 0.91, -2.60], [-2.23, 0.30, 0.83], [-3.05, 1.84, 0.57], [-1.86, 1.88, 2.74], [-1.11, 3.03, 1.64], [0.53, 2.47, 3.60], [1.18, 3.05, 2.03], [1.89, 1.64, 2.79], [-0.33, 0.36, 3.80], [0.80, -0.49, 2.71], [-0.94, -0.54, 2.40], [-0.86, -3.97, 0.54], [0.07, -3.35, -0.40], [0.90, -4.07, -1.20], [1.78, -3.49, -2.04], [1.81, -2.06, -2.07], [0.97, -1.36, -1.29], [0.11, -1.97, -0.47], [-0.62, -1.27, 0.25], [2.65, -1.38, -2.83], [-0.71, -5.05, 0.50], [-1.88, -3.73, 0.28], [-0.66, -3.61, 1.54], [0.82, -5.15, -1.11], [2.44, -4.09, -2.65], [3.29, -1.85, -3.44], [2.56, -0.35, -2.83]]
}

***

{
  "formula": "C11H23N2O5P2Sn",
  "method": "the ωB97M-V functional and the def2-TZVPD basis",
  "total_charge": 3,
  "e_tot_ha": -1814.315772,
  "orbital_gap_ev": 3.37,
  "relative_energy_kj_mol": 551.23,
  "lumo_energy_ev": -14.864,
  "elements": ["Sn", "P", "C", "C", "N", "C", "C", "C", "C", "C", "P", "H", "H", "H", "H", "H", "H", "H", "H", "O", "H", "H", "O", "H", "C", "H", "H", "H", "C", "H", "H", "H", "C", "H", "H", "H", "C", "H", "H", "H", "O", "N", "O", "O"],
  "coordinates": [[0.00, -0.15, 1.09], [-2.43, 0.47, 0.61], [-2.14, 0.87, -1.08], [-0.88, 1.34, -1.57], [0.26, 1.14, -0.81], [1.48, 1.45, -1.24], [1.64, 2.19, -2.43], [0.50, 2.48, -3.17], [-0.74, 2.06, -2.78], [2.67, 1.11, -0.35], [2.49, -0.40, 0.67], [-1.66, 2.28, -3.34], [2.65, 2.49, -2.70], [0.62, 3.05, -4.09], [3.57, 0.88, -0.95], [2.89, 1.93, 0.35], [-2.28, -1.27, -2.96], [-3.04, 1.08, -1.66], [-0.67, -3.62, -1.49], [-2.02, -2.17, -3.18], [-2.68, -2.37, -3.87], [-0.33, -1.77, 1.44], [-0.22, -4.06, -0.72], [0.51, -3.48, -0.53], [2.81, -1.83, -0.40], [3.85, -1.68, -0.71], [2.69, -2.76, 0.16], [2.14, -1.83, -1.27], [3.65, -0.35, 2.05], [3.57, -1.27, 2.64], [4.63, -0.27, 1.56], [3.45, 0.53, 2.69], [-3.06, 1.92, 1.50], [-4.03, 2.12, 1.03], [-3.16, 1.69, 2.57], [-2.38, 2.77, 1.35], [-3.45, -1.00, 0.85], [-3.61, -1.16, 1.93], [-4.39, -0.77, 0.34], [-2.97, -1.88, 0.41], [-0.01, 1.12, 5.18], [0.01, 0.03, 4.62], [0.00, -1.08, 5.05], [0.04, 0.17, 3.19]]
}